[1]
Molecular formula: C32H71BrN2O13
Method: DFT, the ωB97M-V functional and the def2-TZVPD basis

Properties
SMILES string ... COCCC[C@H](C#N)[C@@H](Br)C#N.COCCOC.COCCOC.COCCOC.COCCOC.COCCOC.COCCOC
Electronic energy ... -4922.95069 a.u.
Kohn-Sham gap ... 8.4053 eV
Highest occupied orbital energy ... -9.013 eV

Positions of all 119 atoms, in Å:
C1 -2.143 -3.626 0.512
O1 -1.796 -3.793 -0.909
C2 -0.803 -2.806 -1.363
C3 0.737 -3.443 -1.504
C4 1.830 -2.253 -1.221
C5 1.788 -1.918 0.383
C6 1.522 -0.283 0.560
N1 1.193 0.992 0.580
C7 3.150 -2.299 1.212
Br1 4.120 -3.922 0.557
C8 4.123 -0.952 1.368
N2 5.044 -0.041 1.600
H1 -3.273 -3.977 0.664
H2 -2.062 -2.499 0.895
H3 -1.509 -4.317 1.232
H4 -0.816 -1.804 -0.753
H5 -1.115 -2.511 -2.475
H6 0.786 -3.893 -2.585
H7 0.881 -4.247 -0.644
H8 2.896 -2.438 -1.667
H9 1.411 -1.282 -1.773
H10 0.871 -2.487 0.848
H11 2.805 -2.546 2.327
C9 -4.223 3.704 -2.139
O2 -3.961 3.228 -0.823
C10 -4.318 1.852 -0.662
C11 -3.084 0.945 -0.737
O3 -2.505 0.962 -2.045
C12 -1.366 1.812 -2.119
H12 -3.697 4.652 -2.271
H13 -3.874 3.005 -2.905
H14 -5.296 3.876 -2.260
H15 -5.073 1.555 -1.399
H16 -4.765 1.753 0.334
H17 -3.396 -0.086 -0.539
H18 -2.343 1.225 0.019
H19 -0.505 1.309 -1.665
H20 -1.534 2.771 -1.626
H21 -1.146 2.000 -3.174
C13 -6.669 2.825 2.745
O4 -5.470 2.290 3.295
C14 -4.454 3.286 3.452
C15 -4.362 3.763 4.906
O5 -5.545 4.467 5.298
C16 -6.428 3.652 6.061
H22 -7.470 2.097 2.896
H23 -6.959 3.763 3.226
H24 -6.539 2.989 1.671
H25 -4.622 4.126 2.769
H26 -3.503 2.815 3.177
H27 -3.528 4.468 4.990
H28 -4.166 2.925 5.584
H29 -6.051 3.566 7.086
H30 -6.549 2.657 5.629
H31 -7.407 4.138 6.087
C17 -11.248 4.246 -1.401
O6 -11.791 4.389 -0.093
C18 -11.440 3.298 0.764
C19 -10.287 3.674 1.701
O7 -9.076 3.896 0.973
C20 -8.812 5.281 0.775
H32 -11.324 5.209 -1.911
H33 -10.197 3.947 -1.379
H34 -11.828 3.505 -1.960
H35 -11.198 2.404 0.177
H36 -12.325 3.071 1.369
H37 -10.102 2.836 2.381
H38 -10.543 4.551 2.306
H39 -8.421 5.715 1.702
H40 -9.702 5.829 0.460
H41 -8.053 5.378 -0.006
C21 7.039 -3.674 -1.551
O8 6.886 -5.083 -1.684
C22 7.385 -5.568 -2.934
C23 8.774 -6.198 -2.772
O9 9.751 -5.218 -2.409
C24 10.041 -5.237 -1.016
H42 6.890 -3.411 -0.501
H43 8.034 -3.338 -1.855
H44 6.280 -3.164 -2.153
H45 7.398 -4.770 -3.685
H46 6.688 -6.340 -3.278
H47 9.082 -6.616 -3.736
H48 8.752 -7.014 -2.041
H49 10.699 -6.083 -0.791
H50 9.137 -5.302 -0.407
H51 10.561 -4.309 -0.762
C25 8.199 -3.978 -8.648
O10 8.430 -5.251 -8.055
C26 9.755 -5.733 -8.303
C27 10.663 -5.516 -7.087
O11 10.882 -4.123 -6.844
C28 10.062 -3.624 -5.794
H52 7.290 -3.557 -8.210
H53 9.024 -3.284 -8.466
H54 8.049 -4.096 -9.725
H55 10.177 -5.267 -9.201
H56 9.672 -6.809 -8.491
H57 11.641 -5.962 -7.298
H58 10.253 -6.006 -6.197
H59 10.476 -3.933 -4.828
H60 9.029 -3.968 -5.878
H61 10.066 -2.531 -5.845
C29 1.984 3.471 6.203
O12 1.130 3.115 7.286
C30 0.212 4.160 7.620
C31 -1.179 3.887 7.037
O13 -1.164 3.936 5.607
C32 -1.124 2.639 5.024
H62 2.463 2.562 5.832
H63 1.432 3.933 5.380
H64 2.758 4.159 6.558
H65 0.594 5.135 7.292
H66 0.136 4.180 8.713
H67 -1.861 4.673 7.377
H68 -1.571 2.925 7.388
H69 -2.121 2.186 5.070
H70 -0.401 1.986 5.517
H71 -0.834 2.743 3.975


[2]
Molecular formula: C32H71N5O15
Method: DFT, the ωB97M-V functional and the def2-TZVPD basis

Properties
Electronic energy ... -2663.74897 a.u.
Kohn-Sham gap ... 6.1452 eV
Highest occupied orbital energy ... -6.815 eV

Positions of all 123 atoms, in Å:
C1 -3.973 -0.844 -4.408
C2 -5.004 -1.358 -3.358
C3 -4.491 -2.697 -2.864
N1 -5.261 -3.257 -1.631
C4 -6.818 -3.204 -1.767
C5 -4.809 -2.521 -0.302
C6 -4.950 -3.633 0.743
C7 -4.487 -4.900 0.097
C8 -4.680 -4.678 -1.428
H1 -4.015 0.193 -4.742
H2 -3.891 -1.434 -5.320
H3 -3.012 -0.918 -3.899
H4 -5.974 -1.512 -3.831
H5 -5.059 -0.697 -2.493
H6 -3.501 -2.616 -2.415
H7 -4.444 -3.472 -3.629
H8 -7.021 -3.852 -2.620
H9 -7.210 -2.239 -2.088
H10 -7.190 -3.710 -0.876
H11 -5.327 -1.594 -0.055
H12 -3.738 -2.378 -0.442
H13 -6.014 -3.672 0.976
H14 -4.517 -3.377 1.710
H15 -5.043 -5.804 0.347
H16 -3.510 -5.258 0.423
H17 -5.264 -5.451 -1.927
H18 -3.657 -4.663 -1.803
N2 -0.139 -2.165 1.580
O1 0.469 -2.566 0.639
O2 -0.331 -0.972 1.669
O3 -0.608 -3.038 2.323
C9 -5.008 8.341 0.814
O4 -4.416 7.076 0.923
C10 -4.162 6.368 -0.331
C11 -3.462 5.073 0.058
N3 -2.149 5.324 0.511
C12 -1.508 4.089 0.986
C13 -0.435 4.277 2.027
O5 -0.936 4.597 3.295
C14 -0.059 4.863 4.388
H19 -4.706 8.871 -0.089
H20 -4.586 8.976 1.593
H21 -6.084 8.176 0.769
H22 -3.605 6.809 -1.157
H23 -5.145 6.184 -0.765
H24 -3.469 4.596 -0.922
H25 -4.102 4.413 0.644
H26 -1.965 6.220 0.940
H27 -1.160 3.519 0.125
H28 -2.179 3.373 1.463
H29 0.122 5.123 1.625
H30 0.199 3.393 1.960
H31 0.962 4.490 4.310
H32 -0.440 4.446 5.320
H33 0.169 5.925 4.479
C15 3.694 -1.136 -5.826
O6 4.285 -2.333 -6.257
C16 4.736 -3.221 -5.125
C17 3.777 -3.576 -4.004
N4 2.963 -4.783 -4.315
C18 2.083 -5.069 -3.240
C19 1.407 -6.465 -3.396
O7 0.517 -6.747 -2.330
C20 1.216 -6.959 -1.071
H34 4.388 -0.515 -5.260
H35 2.730 -1.178 -5.319
H36 3.469 -0.674 -6.787
H37 5.562 -2.669 -4.677
H38 5.197 -4.103 -5.569
H39 3.108 -2.754 -3.747
H40 4.395 -3.862 -3.152
H41 2.412 -4.404 -5.071
H42 1.322 -4.289 -3.274
H43 2.539 -4.951 -2.257
H44 2.194 -7.207 -3.532
H45 0.799 -6.476 -4.301
H46 1.498 -6.001 -0.634
H47 2.046 -7.643 -1.250
H48 0.455 -7.383 -0.416
C21 7.108 5.974 -2.188
O8 6.518 4.920 -1.507
C22 5.202 4.554 -2.094
C23 4.548 3.685 -1.066
N5 5.266 2.428 -0.859
C24 4.696 1.601 0.173
C25 5.426 0.281 0.241
O9 6.818 0.374 0.645
C26 7.435 -0.936 0.656
H49 8.136 5.945 -1.826
H50 6.714 6.936 -1.861
H51 7.158 5.814 -3.265
H52 5.244 4.072 -3.071
H53 4.628 5.457 -2.300
H54 3.564 3.579 -1.525
H55 4.600 4.360 -0.212
H56 6.231 2.619 -0.630
H57 3.668 1.302 -0.029
H58 4.810 2.154 1.106
H59 5.411 -0.258 -0.706
H60 4.852 -0.371 0.898
H61 6.787 -1.672 1.133
H62 8.411 -0.952 1.141
H63 7.582 -1.189 -0.394
C27 3.034 -0.897 5.565
C28 1.837 -1.419 6.235
O10 2.316 -2.576 6.909
C29 3.502 -2.887 6.519
O11 4.186 -3.771 7.050
O12 3.875 -1.993 5.652
H64 3.436 0.056 5.910
H65 2.646 -0.763 4.555
H66 0.983 -1.497 5.562
H67 1.602 -0.681 7.003
C30 -3.706 0.994 4.969
C31 -4.175 2.349 5.449
O13 -5.332 1.987 6.113
C32 -5.319 0.701 6.546
O14 -5.985 0.329 7.495
O15 -4.374 0.045 5.800
H68 -2.629 0.825 4.977
H69 -4.027 0.844 3.938
H70 -4.463 2.905 4.557
H71 -3.421 2.938 5.972


[3]
Molecular formula: C32H72ClF12N4O4P2Zn
Method: DFT, the ωB97M-V functional and the def2-TZVPD basis

Properties
Electronic energy ... -5902.30907 a.u.
Net charge ... +3
Kohn-Sham gap ... 10.1196 eV
Highest occupied orbital energy ... -17.682 eV

Positions of all 128 atoms, in Å:
Zn1 3.034 1.413 -2.685
Cl1 0.553 0.048 -0.436
O1 0.861 0.340 0.938
O2 -0.565 0.699 -0.958
O3 1.670 0.557 -1.243
O4 0.492 -1.338 -0.672
C1 -0.723 -4.851 2.264
C2 0.787 -4.754 2.049
C3 1.314 -3.485 2.688
N1 2.785 -3.246 2.470
C4 3.687 -4.258 3.122
C5 3.245 -1.847 2.786
C6 4.401 -1.500 1.899
C7 4.163 -2.241 0.579
C8 3.071 -3.230 0.942
H1 -1.260 -4.067 1.714
H2 -0.950 -4.777 3.326
H3 -1.169 -5.730 1.800
H4 1.064 -4.804 0.998
H5 1.119 -5.652 2.576
H6 1.111 -3.497 3.758
H7 0.833 -2.646 2.182
H8 3.458 -5.242 2.728
H9 3.441 -4.193 4.183
H10 4.718 -3.949 2.982
H11 3.255 -1.667 3.862
H12 2.365 -1.263 2.485
H13 5.343 -1.797 2.362
H14 4.393 -0.412 1.832
H15 5.080 -2.647 0.165
H16 3.750 -1.546 -0.151
H17 3.225 -4.209 0.486
H18 2.161 -2.906 0.434
C9 -2.174 2.961 -2.903
C10 -2.214 2.227 -4.265
C11 -1.739 0.772 -4.131
N2 -1.859 -0.084 -5.388
C12 -3.161 0.073 -6.097
C13 -0.676 0.212 -6.318
C14 -0.403 -1.067 -7.139
C15 -0.928 -2.237 -6.292
C16 -1.542 -1.543 -5.043
H19 -1.102 3.058 -2.713
H20 -2.635 2.497 -2.034
H21 -2.605 3.948 -3.055
H22 -1.604 2.788 -4.974
H23 -3.231 2.261 -4.655
H24 -2.383 0.287 -3.391
H25 -0.730 0.557 -3.785
H26 -3.295 -0.678 -6.872
H27 -3.221 1.048 -6.571
H28 -3.840 -0.058 -5.253
H29 -0.827 1.132 -6.883
H30 0.179 0.461 -5.687
H31 -0.933 -0.910 -8.076
H32 0.675 -1.147 -7.244
H33 -1.731 -2.858 -6.685
H34 -0.109 -2.919 -6.076
H35 -2.505 -1.839 -4.614
H36 -0.932 -1.490 -4.139
C17 1.200 7.346 4.811
C18 0.140 6.222 4.577
C19 0.854 4.863 4.444
N3 0.068 3.798 3.664
C20 -1.388 3.811 4.055
C21 0.751 2.481 3.820
C22 2.084 2.572 3.076
C23 1.696 3.437 1.859
C24 0.281 3.989 2.152
H37 1.342 7.547 5.868
H38 0.723 8.250 4.421
H39 2.087 7.258 4.187
H40 -0.415 6.439 3.665
H41 -0.521 6.311 5.437
H42 1.126 4.436 5.408
H43 1.774 4.977 3.875
H44 -1.442 3.888 5.134
H45 -1.846 2.926 3.615
H46 -1.834 4.638 3.507
H47 0.127 1.707 3.375
H48 0.900 2.263 4.879
H49 2.284 1.532 2.819
H50 2.938 2.902 3.663
H51 1.651 2.858 0.938
H52 2.270 4.327 1.605
H53 -0.520 3.421 1.678
H54 0.050 5.048 2.041
C25 -3.059 -4.183 -0.915
C26 -4.152 -3.283 -0.286
C27 -3.455 -1.992 0.158
N4 -4.296 -1.108 1.081
C28 -5.548 -0.745 0.364
C29 -4.571 -1.764 2.428
C30 -3.215 -1.638 3.156
C31 -2.579 -0.367 2.593
C32 -3.439 0.102 1.403
H55 -2.689 -3.822 -1.870
H56 -3.575 -5.142 -1.011
H57 -2.269 -4.465 -0.222
H58 -4.642 -3.841 0.511
H59 -4.954 -3.013 -0.973
H60 -3.008 -1.497 -0.709
H61 -2.513 -2.230 0.661
H62 -5.309 -0.200 -0.545
H63 -6.149 -0.196 1.090
H64 -6.187 -1.582 0.089
H65 -5.380 -1.175 2.850
H66 -4.835 -2.815 2.364
H67 -3.400 -1.632 4.228
H68 -2.516 -2.435 2.917
H69 -2.521 0.525 3.219
H70 -1.537 -0.477 2.285
H71 -4.015 0.959 1.759
H72 -2.978 0.506 0.502
P1 3.818 -0.868 -4.379
F1 5.245 -1.317 -4.940
F2 4.462 0.609 -3.913
F3 3.460 -0.136 -5.792
F4 2.425 -0.292 -3.793
F5 3.023 -2.196 -4.796
F6 4.203 -1.361 -2.897
P2 4.935 2.175 -0.870
F7 5.602 3.581 -0.508
F8 5.122 2.454 -2.460
F9 6.400 1.502 -0.872
F10 4.343 0.659 -1.247
F11 4.720 1.872 0.690
F12 3.469 2.826 -1.105